*a*
Entry from OMol25: 2 unconnected molecules or ions with the total composition C5H13NO2 (ωB97M-V/def2-TZVPD).

Element x y z (Å)
O1 -2.385 -1.321 0.327
O2 1.363 -1.508 -3.669
N1 -1.284 -2.046 -1.470
C1 -0.614 1.120 0.535
C2 -0.070 0.926 1.937
C3 -1.511 -1.146 -0.429
C4 1.235 1.633 2.379
C5 -0.429 -0.013 -0.391
H1 -0.401 -2.014 -2.092
H2 -0.910 1.154 2.599
H3 -0.226 0.304 -1.404
H4 -0.192 2.050 0.063
H5 1.071 2.645 2.580
H6 1.869 -1.778 -2.896
H7 -1.735 1.022 0.560
H8 1.572 1.404 3.476
H9 2.078 1.561 1.724
H10 0.602 -0.561 -0.296
H11 1.686 -0.663 -3.963
H12 0.148 -0.048 2.214
H13 -1.867 -2.720 -1.785

Properties
Charge: 0

These are the natural (NBO) partial charges, in e, on atoms 1 to 4: -0.59 -0.95 -0.86 -0.43

***

*b*
Entry from OMol25: 3 unconnected molecules or ions with the total composition C5H13NO2 (ωB97M-V/def2-TZVPD).

Element x y z (Å)
O1 -4.431 1.746 -0.357
O2 -2.500 -0.525 -1.654
N1 0.592 1.317 0.223
C1 0.349 0.977 -1.167
C2 2.335 -2.742 1.352
C3 2.021 -0.518 0.609
C4 2.789 -1.501 1.452
C5 1.474 0.652 1.059
H1 1.623 -0.913 -0.311
H2 -0.529 1.492 -1.571
H3 1.998 1.043 1.927
H4 -3.880 2.011 0.396
H5 -5.348 1.780 -0.102
H6 0.489 2.315 0.203
H7 0.003 -0.057 -1.306
H8 3.682 -1.103 1.922
H9 1.468 -3.005 0.752
H10 1.195 1.181 -1.852
H11 2.776 -3.658 1.733
H12 -3.256 -0.638 -2.248
H13 -2.849 0.144 -1.062

Properties
Charge: 0

These are the natural (NBO) partial charges, in e, on atoms 1 to 4: -0.96 -0.95 -0.61 -0.43

***

*c*
Entry from OMol25: a molecular structure, C5H13NO2 (ωB97M-V/def2-TZVPD).

Element x y z (Å)
O1 -2.967 0.076 0.124
O2 2.999 0.418 -1.272
N1 1.094 -0.395 0.805
C1 1.014 -1.852 0.661
C2 -0.103 1.758 0.648
C3 -0.776 -0.187 -0.802
C4 -0.214 0.235 0.533
C5 -2.233 -0.197 -0.834
H1 0.227 2.054 1.641
H2 -1.077 2.202 0.445
H3 -2.668 -0.695 -1.709
H4 0.608 2.128 -0.095
H5 0.930 -2.110 -0.394
H6 3.877 0.498 -0.857
H7 1.347 -0.156 1.758
H8 1.918 -2.312 1.058
H9 -0.914 -0.086 1.315
H10 2.378 0.181 -0.529
H11 0.164 -2.293 1.185
H12 -1.496 0.775 -1.187
H13 -0.135 -0.473 -1.623

Properties
Charge: 0

These are the natural (NBO) partial charges, in e, on atoms 1 to 4: -0.63 -0.99 -0.64 -0.42

***

*d*
Entry from OMol25: 2 unconnected molecules or ions with the total composition C5H13NO2 (ωB97M-V/def2-TZVPD).

Element x y z (Å)
O1 -0.400 -2.812 -2.166
O2 1.472 2.126 -1.784
N1 -0.678 -0.348 -0.544
C1 0.059 0.841 -0.138
C2 -0.340 -0.341 2.040
C3 1.485 1.005 -0.972
C4 0.347 0.837 1.455
C5 -1.124 -1.024 0.834
H1 1.484 0.984 1.657
H2 0.351 -1.052 2.456
H3 0.017 -1.811 -2.062
H4 -0.972 -1.997 0.794
H5 2.341 1.104 -0.282
H6 -1.562 -0.218 -1.042
H7 -2.200 -1.059 0.906
H8 1.752 0.245 -1.538
H9 -1.160 -2.381 -2.507
H10 0.104 1.664 2.028
H11 -0.895 -0.070 3.007
H12 0.558 2.553 -1.830
H13 -0.638 1.755 -0.313

Properties
Charge: 0

These are the natural (NBO) partial charges, in e, on atoms 1 to 4: -0.94 -0.73 -0.66 -0.06

***

Of them, *d* has the lowest stability.

***

*a*
Entry from OMol25: C5H13NO2 in the gas phase (ωB97M-V/def2-TZVPD).

Element x y z (Å)
O1 -1.523 -1.155 0.912
O2 1.655 0.190 -0.533
N1 -2.599 -0.897 0.013
C1 -0.013 -1.026 0.347
C2 2.670 -0.273 0.320
C3 -0.571 0.547 -1.584
C4 -0.149 1.506 0.741
C5 0.026 0.348 -0.211
H1 0.501 -1.164 1.296
H2 2.705 -1.369 0.354
H3 -1.206 1.767 0.831
H4 0.101 -1.828 -0.378
H5 3.637 0.054 -0.078
H6 2.553 0.133 1.332
H7 -0.330 1.537 -1.981
H8 -2.962 -1.820 -0.229
H9 -3.311 -0.472 0.608
H10 0.228 1.272 1.739
H11 -0.164 -0.186 -2.286
H12 -1.661 0.461 -1.588
H13 0.415 2.372 0.377

Properties
Charge: 0

These are the natural (NBO) partial charges, in e, on atoms 1 to 4: -0.48 -0.64 -0.54 -0.08

***

*b*
Entry from OMol25: 2 unconnected molecules or ions with the total composition C5H13NO2 (ωB97M-V/def2-TZVPD).

Element x y z (Å)
O1 0.357 2.223 -2.239
O2 1.855 -0.553 2.560
N1 1.285 -0.420 0.381
C1 2.028 -0.042 1.468
C2 -0.963 -0.011 -0.257
C3 -1.152 1.245 0.592
C4 -0.155 -2.373 -0.377
C5 -0.086 -1.031 0.423
H1 -0.348 1.910 0.959
H2 -0.698 0.067 -1.344
H3 -1.960 -0.460 -0.456
H4 0.156 -2.074 -1.363
H5 0.614 -3.090 -0.086
H6 -0.484 2.381 -2.682
H7 -1.971 1.823 0.252
H8 -0.270 -1.186 1.473
H9 0.252 2.542 -1.340
H10 2.816 0.698 1.200
H11 -1.599 0.828 1.523
H12 -1.219 -2.716 -0.311
H13 1.541 0.239 -0.374

Properties
Charge: 0

These are the natural (NBO) partial charges, in e, on atoms 1 to 4: -0.94 -0.62 -0.63 0.52

***

Of them, *a* has the lowest stability.